Entry from OMol25: one molecule with the formula C3H10N2 (ωB97M-V/def2-TZVPD).

Its lowest unoccupied orbital energy is 1.17 eV. The calculated total energy is -229.80925 a.u. The orbital gap comes out at 10.31 eV. The calculation puts the energy above the lowest of the compared OMol25 structures with the same formula, charge and spin at 0.0 kJ/mol. The largest force on an atom comes out at 1.05 eV/A. Its SMILES is C[C@H](N)CN. The calculation puts the HOMO energy at -9.1 eV. The total charge is 0.

Structure (XYZ):
```
15
Properties=species:S:1:pos:R:3:forces:R:3
C -1.760 -0.708 -0.015 -0.212 -0.253 0.149
C -0.475 0.034 0.339 -0.149 -0.207 -0.030
N -0.533 1.372 -0.240 0.422 0.302 0.270
C 0.747 -0.668 -0.232 -0.624 -0.674 -0.513
N 1.980 0.033 0.081 0.275 -0.048 0.365
H -2.641 -0.124 0.304 0.337 -0.299 -0.042
H -1.832 -0.835 -1.097 0.021 0.077 -0.026
H -1.812 -1.717 0.438 0.055 0.522 -0.064
H -0.375 0.045 1.430 0.011 0.091 0.237
H -1.232 1.922 0.243 -0.138 0.049 -0.039
H 0.362 1.834 -0.061 -0.238 -0.176 -0.187
H 0.570 -0.671 -1.321 0.391 0.018 0.250
H 0.759 -1.729 0.094 -0.102 0.348 -0.058
H 2.727 -0.305 -0.511 0.052 0.087 -0.087
H 2.267 -0.197 1.034 -0.101 0.163 -0.226
```
Forces are in eV/Å.

Löwdin atomic charges, in units of e: C -0.084; C -0.502; N 0.024; C -0.288; N -0.008; H 0.076; H 0.074; H 0.080; H 0.126; H 0.065; H 0.062; H 0.121; H 0.115; H 0.064; H 0.074

---

Entry from OMol25: a 2-piece molecular cluster, C3H10N2 overall (ωB97M-V/def2-TZVPD).

Its lowest unoccupied orbital energy is 1.02 eV. The calculated total energy is -229.75521 a.u. The orbital gap comes out at 10.35 eV. The calculation puts the energy above the lowest of the compared OMol25 structures with the same formula, charge and spin at 141.9 kJ/mol. The largest force on an atom comes out at 1.33 eV/A. Its SMILES is C=CN.CN. The calculation puts the HOMO energy at -9.3 eV. The total charge is 0.

Structure (XYZ):
```
15
Properties=species:S:1:pos:R:3:forces:R:3
C -2.222 0.199 0.073 0.624 -0.034 0.514
C -2.146 -0.871 0.847 -0.889 -0.608 -0.505
N -0.976 -1.684 1.010 -0.132 -0.462 -0.257
H -1.344 0.533 -0.465 0.024 0.271 0.114
H -3.124 0.790 0.057 -0.161 -0.105 -0.368
H -3.091 -1.326 1.176 0.200 0.481 0.556
H -0.879 -1.969 1.981 0.021 0.366 0.122
H -1.212 -2.577 0.572 0.337 0.115 -0.187
C 2.319 1.078 -0.215 -0.316 1.261 -0.265
N 1.922 1.153 -1.640 0.111 -0.847 0.419
H 1.942 0.258 0.388 0.086 -0.499 -0.246
H 3.397 1.174 -0.144 0.135 -0.220 0.084
H 1.911 1.981 0.239 0.055 0.081 0.266
H 2.510 0.512 -2.162 0.005 0.039 -0.113
H 0.995 0.749 -1.717 -0.100 0.162 -0.133
```
Forces are in eV/Å.

Löwdin atomic charges, in units of e: C 0.005; C -0.306; N -0.010; H 0.043; H 0.049; H 0.095; H 0.065; H 0.071; C -0.198; N -0.071; H 0.055; H 0.063; H 0.058; H 0.046; H 0.035

---

Entry from OMol25: a 2-piece molecular cluster, C3H10N2 overall (ωB97M-V/def2-TZVPD).

Its lowest unoccupied orbital energy is 1.01 eV. The calculated total energy is -229.73772 a.u. The orbital gap comes out at 9.88 eV. The calculation puts the energy above the lowest of the compared OMol25 structures with the same formula, charge and spin at 187.8 kJ/mol. The largest force on an atom comes out at 2.46 eV/A. Its SMILES is C=N.CNC. The calculation puts the HOMO energy at -8.9 eV. The total charge is 0.

Structure (XYZ):
```
15
Properties=species:S:1:pos:R:3:forces:R:3
C -2.189 -1.730 0.085 -0.564 -1.733 0.761
N -1.405 -1.493 -0.864 -0.336 0.780 -0.465
H -2.876 -2.585 -0.001 0.117 0.088 -0.368
H -2.245 -1.383 1.125 0.406 1.034 -0.308
H -0.832 -0.663 -0.717 0.446 -0.247 0.375
C 2.224 0.727 -0.351 1.506 -1.717 0.903
N 0.975 0.446 0.365 -0.264 1.398 -1.182
C 0.102 1.626 0.507 0.353 -0.666 0.556
H 2.461 1.701 -0.775 -0.919 0.239 0.039
H 3.057 0.549 0.346 0.043 0.193 -0.040
H 2.408 -0.049 -1.100 -0.254 0.293 -0.347
H 1.170 0.035 1.262 0.018 0.095 0.081
H 0.357 2.195 1.407 -0.653 -0.193 0.363
H -0.928 1.283 0.410 -0.187 0.412 0.607
H 0.249 2.368 -0.250 0.289 0.022 -0.976
```
Forces are in eV/Å.

Löwdin atomic charges, in units of e: C -0.174; N 0.035; H 0.048; H 0.058; H -0.003; C -0.145; N -0.180; C -0.134; H 0.073; H 0.069; H 0.067; H 0.091; H 0.076; H 0.059; H 0.061

---

Entry from OMol25: C3H10N2 as an isolated structure (ωB97M-V/def2-TZVPD).

Its lowest unoccupied orbital energy is 1.12 eV. The calculated total energy is -229.68962 a.u. The orbital gap comes out at 9.09 eV. The calculation puts the energy above the lowest of the compared OMol25 structures with the same formula, charge and spin at 314.1 kJ/mol. The largest force on an atom comes out at 4.28 eV/A. The calculation puts the HOMO energy at -8.0 eV. The total charge is 0.

Structure (XYZ):
```
15
Properties=species:S:1:pos:R:3:forces:R:3
C 1.843 -0.328 -0.218 0.656 3.755 -1.063
C -1.802 0.753 -0.116 -3.253 -1.525 0.842
C 0.717 0.641 -0.100 -4.108 -0.761 0.367
N -0.997 -1.431 0.045 -2.366 1.764 1.118
N -0.861 -0.213 -0.592 3.553 2.270 -0.715
H 1.759 -1.024 0.551 0.542 -1.321 1.120
H 1.627 -0.706 -1.197 0.797 -0.845 -0.641
H 2.782 0.380 -0.214 -1.301 -2.056 0.104
H -2.917 0.467 -0.423 2.218 0.370 0.303
H -1.880 0.607 1.052 0.298 1.315 -1.620
H -1.622 1.746 -0.582 0.120 -0.616 1.001
H 0.334 0.899 0.911 0.862 0.025 -0.345
H 0.777 1.550 -0.720 -0.105 -0.595 0.078
H -0.302 -2.037 -0.200 2.122 -1.836 -1.120
H -0.986 -1.330 1.053 -0.035 0.057 0.570
```
Forces are in eV/Å.

Löwdin atomic charges, in units of e: C -0.135; C -0.204; C -0.159; N -0.001; N -0.264; H 0.036; H 0.064; H 0.120; H 0.104; H 0.092; H 0.079; H 0.079; H 0.090; H 0.030; H 0.069

---

Entry from OMol25: one molecule with the formula C3H10N2 (ωB97M-V/def2-TZVPD).

Its lowest unoccupied orbital energy is 1.20 eV. The calculated total energy is -229.78671 a.u. The orbital gap comes out at 10.19 eV. The calculation puts the energy above the lowest of the compared OMol25 structures with the same formula, charge and spin at 59.2 kJ/mol. The largest force on an atom comes out at 1.73 eV/A. Its SMILES is C[C@H](N)CN. The calculation puts the HOMO energy at -9.0 eV. The total charge is 0.

Structure (XYZ):
```
15
Properties=species:S:1:pos:R:3:forces:R:3
C 0.650 1.574 0.585 0.539 -0.765 -0.871
C 0.288 0.276 -0.211 -0.500 -0.219 0.448
N -0.893 0.439 -1.081 -0.001 1.207 -1.240
C -0.057 -0.924 0.727 0.839 -0.413 -1.375
N -0.132 -2.108 -0.161 0.006 0.262 -0.416
H 1.715 1.805 0.414 -0.349 -0.081 0.359
H 0.099 2.428 0.190 -0.116 -0.031 0.195
H 0.460 1.450 1.653 0.012 0.136 -0.105
H 1.075 -0.050 -0.920 0.132 0.145 0.962
H -1.149 1.425 -1.137 -0.412 -0.021 0.856
H -0.552 0.412 -2.040 -0.087 -0.835 -0.094
H -1.075 -0.778 1.140 0.877 0.463 0.670
H 0.830 -1.067 1.390 -1.142 0.091 0.162
H -0.867 -1.908 -0.839 0.181 -0.128 0.115
H -0.394 -2.974 0.292 0.022 0.191 0.333
```
Forces are in eV/Å.

Löwdin atomic charges, in units of e: C -0.054; C -0.438; N 0.002; C -0.259; N -0.038; H 0.073; H 0.059; H 0.068; H 0.129; H 0.057; H 0.069; H 0.114; H 0.118; H 0.048; H 0.054

---

Repeat the fourth record exactly.
Entry from OMol25: C3H10N2 as an isolated structure (ωB97M-V/def2-TZVPD).

Its lowest unoccupied orbital energy is 1.12 eV. The calculated total energy is -229.68962 a.u. The orbital gap comes out at 9.09 eV. The calculation puts the energy above the lowest of the compared OMol25 structures with the same formula, charge and spin at 314.1 kJ/mol. The largest force on an atom comes out at 4.28 eV/A. The calculation puts the HOMO energy at -8.0 eV. The total charge is 0.

Structure (XYZ):
```
15
Properties=species:S:1:pos:R:3:forces:R:3
C 1.843 -0.328 -0.218 0.656 3.755 -1.063
C -1.802 0.753 -0.116 -3.253 -1.525 0.842
C 0.717 0.641 -0.100 -4.108 -0.761 0.367
N -0.997 -1.431 0.045 -2.366 1.764 1.118
N -0.861 -0.213 -0.592 3.553 2.270 -0.715
H 1.759 -1.024 0.551 0.542 -1.321 1.120
H 1.627 -0.706 -1.197 0.797 -0.845 -0.641
H 2.782 0.380 -0.214 -1.301 -2.056 0.104
H -2.917 0.467 -0.423 2.218 0.370 0.303
H -1.880 0.607 1.052 0.298 1.315 -1.620
H -1.622 1.746 -0.582 0.120 -0.616 1.001
H 0.334 0.899 0.911 0.862 0.025 -0.345
H 0.777 1.550 -0.720 -0.105 -0.595 0.078
H -0.302 -2.037 -0.200 2.122 -1.836 -1.120
H -0.986 -1.330 1.053 -0.035 0.057 0.570
```
Forces are in eV/Å.

Löwdin atomic charges, in units of e: C -0.135; C -0.204; C -0.159; N -0.001; N -0.264; H 0.036; H 0.064; H 0.120; H 0.104; H 0.092; H 0.079; H 0.079; H 0.090; H 0.030; H 0.069

---

- Among the records above, which one has the highest lowest unoccupied orbital energy?
  number 5

---

- The lowest lowest unoccupied orbital energy belongs to which entry?
  number 3